Computed, not measured: a 13-piece molecular cluster, C69H167N10O18 overall, with ωB97M-V/def2-TZVPD.

lowest unoccupied orbital energy = -0.454 Eh
charge = +7
multiplicity = 1
HOMO = -19.9 eV
electronic energy = -125939.48166 eV
strongest force on any atom = 5.60 eV/A

Last column: Löwdin charge in e.
Positions of all 264 atoms, in Å:
O: 19.353 11.028 19.265  -0.234
O: 19.722 17.786 10.046  0.146
O: 15.894 23.575 13.675  -0.194
O: 22.820 21.626 19.622  -0.159
O: 16.404 19.518 15.071  -0.066
O: 20.790 19.495 11.004  0.130
O: 24.336 20.583 18.154  0.006
O: 21.175 15.454 14.777  -0.238
O: 15.333 21.043 10.455  0.065
O: 23.851 18.606 26.518  -0.203
O: 24.034 19.727 20.307  -0.034
O: 26.902 16.370 15.393  0.222
O: 21.511 17.396 11.223  0.109
O: 16.502 17.568 16.260  0.011
O: 25.591 25.981 19.213  -0.236
O: 17.657 17.765 14.269  -0.124
O: 12.091 18.128 22.378  -0.219
O: 17.264 21.860 20.146  0.177
N: 17.490 13.148 20.096  -0.243
N: 13.097 22.168 13.051  -0.213
N: 16.621 19.263 10.873  -0.001
N: 17.102 23.658 21.559  0.095
N: 28.492 17.614 16.551  0.084
N: 20.824 19.996 15.854  -0.252
N: 19.295 14.364 12.532  -0.236
N: 23.332 17.975 23.716  -0.260
N: 25.887 24.414 16.655  -0.209
N: 12.547 18.355 19.380  -0.213
C: 18.262 14.806 11.453  -0.163
C: 22.358 15.333 15.566  -0.097
C: 16.346 20.612 10.944  -0.492
C: 16.631 23.931 18.998  0.063
C: 13.374 18.799 18.172  -0.150
C: 18.311 13.986 19.146  -0.198
C: 19.423 19.677 16.357  -0.094
C: 17.553 21.393 11.647  0.028
C: 18.524 14.287 13.827  0.013
C: 21.713 18.553 17.814  -0.122
C: 16.501 22.756 22.606  0.016
C: 10.825 23.322 13.509  -0.047
C: 26.157 25.589 14.330  -0.054
C: 18.142 11.049 18.618  -0.229
C: 20.307 15.457 12.527  -0.129
C: 21.933 15.783 23.655  -0.066
C: 15.410 13.447 21.770  -0.026
C: 11.982 19.382 21.731  -0.245
C: 24.009 20.474 19.310  -0.614
C: 24.439 25.044 16.824  -0.119
C: 26.664 24.249 17.962  -0.088
C: 22.111 18.879 23.908  -0.133
C: 12.915 16.883 19.793  0.056
C: 17.009 24.131 14.350  -0.081
C: 17.628 14.401 17.868  -0.055
C: 20.316 18.427 18.320  -0.186
C: 14.867 19.181 18.501  -0.058
C: 19.344 18.404 17.150  -0.158
C: 17.048 11.701 19.511  -0.007
C: 23.523 17.623 22.241  -0.002
C: 24.468 19.324 25.511  -0.203
C: 20.871 13.076 10.951  -0.020
C: 25.765 26.623 20.463  -0.080
C: 15.513 18.347 10.850  -0.073
C: 12.195 21.010 12.637  -0.154
C: 27.024 17.278 16.089  -0.378
C: 21.556 15.235 13.375  -0.133
C: 19.887 12.997 12.155  -0.101
C: 20.298 10.006 18.882  -0.023
C: 25.759 22.896 16.061  0.061
C: 29.521 17.126 15.586  0.022
C: 13.440 23.056 11.785  0.077
C: 15.205 22.600 14.457  -0.207
C: 23.582 24.265 17.820  -0.073
C: 20.113 22.877 13.384  -0.072
C: 20.776 18.192 10.696  -0.639
C: 26.901 25.545 18.756  -0.145
C: 21.195 18.931 14.842  0.046
C: 26.756 25.344 15.727  -0.133
C: 12.284 23.133 13.984  -0.143
C: 14.382 21.584 13.700  -0.069
C: 24.619 18.568 24.154  -0.088
C: 22.141 20.200 23.117  -0.047
C: 11.438 18.113 23.704  -0.002
C: 24.390 18.595 27.835  -0.059
C: 25.960 18.218 16.659  0.043
C: 11.686 20.127 13.807  -0.051
C: 16.920 14.109 11.299  -0.040
C: 10.664 17.554 17.806  -0.048
C: 20.879 21.349 15.280  -0.145
C: 18.415 12.908 21.242  0.006
C: 16.800 18.296 15.155  -0.724
C: 21.842 19.918 16.975  -0.088
C: 23.032 16.652 24.423  -0.114
C: 19.826 21.646 14.271  -0.242
C: 16.206 13.916 20.512  -0.141
C: 17.107 23.018 20.121  -0.347
C: 12.842 19.417 20.537  -0.074
C: 11.038 18.419 18.999  -0.142
H: 12.473 19.407 14.028  0.067
H: 18.464 13.847 21.789  0.106
H: 29.310 16.069 15.416  0.111
H: 14.534 14.038 22.002  0.081
H: 19.361 12.600 20.791  0.103
H: 26.725 27.115 20.543  0.094
H: 18.990 12.513 11.809  0.114
H: 25.089 19.126 23.332  0.141
H: 27.310 26.363 18.176  0.126
H: 26.734 26.329 16.178  0.117
H: 15.802 17.343 11.183  0.070
H: 23.137 15.998 15.131  0.091
H: 19.700 16.254 12.913  0.123
H: 22.688 14.311 15.684  0.097
H: 12.524 23.604 11.479  0.113
H: 10.999 19.746 21.409  0.139
H: 18.730 19.620 15.531  0.093
H: 15.946 21.996 15.008  0.105
H: 9.633 17.643 17.493  0.103
H: 22.375 15.916 13.064  0.137
H: 11.165 17.840 16.888  0.071
H: 16.591 23.074 23.632  0.113
H: 27.582 23.749 17.630  0.135
H: 19.240 18.255 9.286  0.200
H: 25.362 17.765 24.259  0.145
H: 16.669 14.885 20.674  0.114
H: 12.310 20.116 22.459  0.133
H: 24.050 24.993 15.774  0.120
H: 19.705 20.817 13.592  0.090
H: 15.142 12.387 21.691  0.092
H: 23.784 18.560 21.760  0.041
H: 17.998 12.151 21.927  0.127
H: 21.273 18.253 23.602  0.106
H: 27.778 24.872 15.693  0.149
H: 16.774 15.086 18.007  0.081
H: 18.856 21.779 14.733  0.080
H: 20.599 15.665 11.514  0.097
H: 16.029 13.547 22.654  0.077
H: 21.199 20.175 10.500  0.123
H: 18.483 20.957 11.314  0.057
H: 24.390 19.518 28.455  0.111
H: 22.176 19.209 14.425  0.124
H: 10.362 24.156 14.010  0.093
H: 25.364 18.120 27.904  0.096
H: 10.768 23.568 12.442  0.087
H: 25.025 27.418 20.488  0.100
H: 25.970 24.672 13.775  0.071
H: 22.042 19.070 24.989  0.133
H: 25.662 25.919 21.296  0.100
H: 28.602 17.150 17.434  0.174
H: 20.402 19.079 14.096  0.099
H: 21.255 10.342 19.281  0.097
H: 23.718 17.944 28.419  0.102
H: 14.099 20.788 14.381  0.109
H: 23.617 23.179 17.741  0.044
H: 17.008 21.769 22.550  0.109
H: 20.264 9.877 17.759  0.115
H: 14.579 23.109 15.219  0.123
H: 17.479 24.815 13.669  0.100
H: 16.695 24.606 21.652  0.196
H: 23.902 24.546 18.835  0.076
H: 18.316 14.728 17.082  0.083
H: 21.234 17.871 15.100  0.084
H: 20.265 12.610 13.090  0.126
H: 16.655 24.652 15.264  0.094
H: 16.799 11.126 20.410  0.136
H: 25.187 26.084 14.508  0.081
H: 17.070 13.067 11.018  0.086
H: 17.299 24.733 18.709  0.111
H: 22.100 17.856 17.059  0.085
H: 30.523 17.364 15.969  0.125
H: 18.646 14.869 19.737  0.136
H: 23.925 20.233 25.240  0.111
H: 17.160 13.482 17.519  0.071
H: 12.616 20.339 19.998  0.140
H: 24.561 26.067 17.157  0.123
H: 16.423 14.102 12.279  0.079
H: 23.923 16.032 24.526  0.137
H: 17.942 13.383 13.919  0.109
H: 10.783 19.453 18.702  0.141
H: 21.550 15.072 24.405  0.091
H: 20.367 23.737 14.045  0.095
H: 17.383 18.917 11.436  0.102
H: 22.587 17.286 21.743  0.104
H: 10.355 18.204 23.522  0.107
H: 16.477 23.198 18.247  0.078
H: 10.885 16.523 18.032  0.075
H: 21.676 13.806 10.943  0.083
H: 24.988 17.845 16.329  0.089
H: 17.447 21.405 12.743  0.068
H: 20.299 17.499 18.897  0.108
H: 29.414 17.617 14.611  0.119
H: 19.190 20.540 16.961  0.143
H: 18.040 23.796 21.851  0.161
H: 19.465 17.451 16.608  0.124
H: 25.165 22.927 15.143  0.089
H: 26.093 18.441 17.705  0.089
H: 26.774 26.181 13.676  0.095
H: 17.711 10.096 18.246  0.158
H: 17.683 23.334 14.723  0.062
H: 15.700 24.374 19.347  0.112
H: 22.419 18.575 18.653  0.108
H: 21.374 20.840 23.533  0.082
H: 17.023 16.702 16.129  0.120
H: 15.574 13.922 19.629  0.114
H: 19.223 13.458 18.902  0.120
H: 21.291 12.083 10.772  0.105
H: 20.292 13.326 10.074  0.081
H: 18.705 14.817 10.469  0.127
H: 15.470 19.407 17.619  0.059
H: 10.476 18.188 19.895  0.129
H: 26.797 22.675 15.735  0.105
H: 21.626 20.712 17.678  0.107
H: 18.211 11.738 17.714  0.124
H: 15.209 18.063 9.826  0.100
H: 21.873 14.187 13.284  0.126
H: 12.317 22.687 14.991  0.112
H: 14.958 21.113 12.912  0.107
H: 27.548 25.311 19.612  0.141
H: 17.888 15.138 13.916  0.079
H: 13.953 16.830 20.119  0.089
H: 12.236 16.770 20.614  0.084
H: 11.353 21.438 12.100  0.118
H: 10.205 22.441 13.702  0.084
H: 28.577 18.623 16.724  0.180
H: 11.527 20.734 14.697  0.061
H: 22.278 15.226 22.777  0.073
H: 20.985 22.721 12.762  0.074
H: 19.994 19.162 19.050  0.122
H: 20.012 9.066 19.351  0.101
H: 13.882 19.214 20.755  0.117
H: 22.736 16.900 25.452  0.128
H: 16.161 11.811 18.887  0.131
H: 12.772 20.434 11.879  0.133
H: 14.240 23.736 12.098  0.100
H: 18.330 18.489 17.533  0.111
H: 26.205 19.109 16.076  0.099
H: 12.862 19.713 17.787  0.134
H: 21.854 21.553 14.796  0.150
H: 14.885 20.048 19.166  0.052
H: 25.396 22.288 16.871  0.047
H: 21.007 16.329 23.421  0.060
H: 24.190 16.761 22.141  0.122
H: 15.450 22.600 22.345  0.109
H: 15.331 18.349 19.023  0.068
H: 26.049 23.593 18.555  0.120
H: 23.122 20.644 23.231  0.075
H: 19.357 23.187 12.660  0.064
H: 13.826 22.367 11.042  0.072
H: 20.833 22.005 16.187  0.156
H: 16.288 14.611 10.561  0.102
H: 18.031 15.825 11.694  0.103
H: 11.790 18.975 24.254  0.089
H: 22.805 20.089 16.514  0.111
H: 12.844 24.077 13.996  0.130
H: 19.277 14.291 14.613  0.086
H: 25.514 19.637 25.809  0.162
H: 21.954 20.126 22.028  0.070
H: 17.525 22.395 11.272  0.077
H: 11.673 17.105 24.053  0.104
H: 22.099 15.816 16.520  0.073
H: 13.352 18.061 17.360  0.125
H: 12.727 16.184 18.951  0.108
H: 10.746 19.624 13.645  0.091
H: 14.695 18.813 11.458  0.090
H: 22.851 21.964 20.536  0.032
H: 22.538 24.546 17.867  0.080